(1)
Here is a single C4H4O molecule from the Open Molecules 2025 dataset. Energies are from the ωB97M-V functional and the def2-TZVPD basis.

Values from the calculation:
gap between HOMO and LUMO: 8.98 eV
total charge: 0

Each line ends with the Löwdin charge.
Element x y z (Å)
O  1.4662  0.4534  -0.0877  0.10
C  1.1400  -0.5355  0.7665  -0.44
C  0.3420  -0.2661  -0.3833  -0.32
C  1.2538  -1.4042  1.7482  0.25
C  -0.9389  0.5243  -0.2540  -0.02
H  -1.8224  -0.0526  -0.1344  0.07
H  -0.9611  1.2423  -1.1133  0.11
H  -0.9018  1.1020  0.6400  0.08
H  0.4221  -1.0635  -1.1822  0.17

Cartesian forces, eV/Å:
O 2.113 1.237 -0.153
C 0.934 -1.907 2.944
C -3.143 -1.591 -2.082
C -0.127 1.187 -1.103
C 0.997 0.701 -1.040
H -0.707 -0.748 -0.533
H -0.397 -0.715 0.592
H 0.342 0.620 0.729
H -0.012 1.216 0.645

=====

(2)
Here is a single C4H4O molecule from the Open Molecules 2025 dataset. Energies are from the ωB97M-V functional and the def2-TZVPD basis.

Values from the calculation:
gap between HOMO and LUMO: 9.96 eV
total charge: 0

Each line ends with the Löwdin charge.
Element x y z (Å)
O  -0.1670  -1.6145  -0.2234  -0.01
C  -0.3275  -0.4592  0.5145  -0.34
C  0.5087  0.9271  -0.3140  -0.02
C  -0.8326  0.9605  -0.1426  -0.19
C  -1.7833  0.3083  0.4547  0.09
H  1.0080  0.5995  -1.2460  0.11
H  0.2576  -1.3509  -1.0526  0.10
H  0.1192  -0.5578  1.5003  0.14
H  1.2167  1.1870  0.5089  0.12

Cartesian forces, eV/Å:
O 0.074 0.234 -0.489
C -0.075 1.338 -1.377
C 3.030 -1.510 1.085
C -1.914 -1.440 1.226
C 0.507 0.330 -0.129
H -0.447 0.463 0.435
H -0.289 -0.553 0.158
H -0.286 0.421 0.037
H -0.600 0.717 -0.948

=====

(3)
Here is a single C4H4O molecule from the Open Molecules 2025 dataset. Energies are from the ωB97M-V functional and the def2-TZVPD basis.

Values from the calculation:
gap between HOMO and LUMO (alpha / beta): 8.43 / 9.00 eV
<S²>: 2.022
multiplicity: 3
total charge: 0

Each line ends with the Löwdin charge.
Element x y z (Å)
O  -0.2368  0.8845  0.5070  0.03
C  0.5668  0.0172  1.0590  -0.07
C  0.6929  -1.1427  1.7113  0.01
C  -0.6712  0.9225  -1.8546  0.00
C  -0.8506  0.8311  -0.5780  -0.17
H  0.3029  0.8445  -2.4769  0.10
H  1.6156  -1.6146  2.0393  0.05
H  0.0156  -1.8126  2.1085  0.02
H  -1.4354  1.0700  -2.5156  0.01

Cartesian forces, eV/Å:
O 1.190 0.681 4.213
C 2.593 -2.776 1.162
C 0.782 2.007 -0.981
C 3.634 -0.560 -0.966
C -2.929 0.177 -3.508
H -1.019 0.098 1.567
H 0.802 1.059 -0.527
H -2.699 -0.872 0.284
H -2.352 0.186 -1.244

=====

(4)
Here is a single C4H4O2 molecule from the Open Molecules 2025 dataset. Energies are from the ωB97M-V functional and the def2-TZVPD basis.

Values from the calculation:
SMILES: C#C[C@@H](O)C=O
gap between HOMO and LUMO: 10.70 eV
total charge: 0

Each line ends with the Löwdin charge.
Element x y z (Å)
O  -1.0529  -1.1810  0.4151  0.02
O  1.2900  -2.0224  -0.5022  0.07
C  1.1749  -0.8245  -0.3866  -0.18
C  -0.5558  1.0614  -0.1323  -0.07
C  -0.0444  -0.2335  0.2723  -0.41
C  -1.0362  2.1647  -0.0875  0.14
H  0.4311  0.1781  1.1933  0.17
H  -1.5603  3.0197  -0.4245  0.03
H  1.9922  -0.1153  -0.5961  0.14
H  -0.6384  -2.0471  0.2485  0.10

Cartesian forces, eV/Å:
O 0.162 -0.036 0.301
O -0.078 0.649 -0.125
C 0.160 -0.322 -0.013
C -0.373 0.497 -0.224
C 0.263 0.239 0.277
C 0.002 -0.558 -0.932
H -0.097 -1.041 0.632
H -0.033 0.466 0.265
H 0.028 -0.080 -0.198
H -0.035 0.186 0.018

=====

(5)
Here is a single C4H4O2 molecule from the Open Molecules 2025 dataset. Energies are from the ωB97M-V functional and the def2-TZVPD basis.

Values from the calculation:
SMILES: O=C=C[C@@H]1CO1
gap between HOMO and LUMO: 9.79 eV
total charge: 0

Each line ends with the Löwdin charge.
Element x y z (Å)
O  -0.7495  2.3027  -0.3850  0.19
O  1.0681  -0.1814  -0.9147  -0.04
C  -1.0123  1.1649  -0.2951  -0.20
C  1.1167  -0.0967  0.5225  -0.10
C  -1.1766  -0.1489  -0.2080  -0.03
C  0.1238  -0.9289  -0.1688  -0.27
H  -2.1895  -0.5022  -0.2460  0.10
H  0.1451  -2.0272  -0.1629  0.15
H  2.1013  -0.2944  0.9121  0.12
H  0.5730  0.7122  0.9458  0.08

Cartesian forces, eV/Å:
O -0.758 -1.405 0.149
O 0.440 -0.085 0.060
C 0.240 0.944 -0.482
C 0.631 -0.422 -0.571
C -0.395 0.036 -0.164
C -0.520 0.312 0.388
H -0.096 -0.365 0.054
H -0.092 0.621 -0.318
H -0.068 -0.653 0.322
H 0.618 1.017 0.562

=====

(6)
Here is a molecular structure, C4H4O2 from the Open Molecules 2025 dataset. Energies are from the ωB97M-V functional and the def2-TZVPD basis.

Values from the calculation:
gap between HOMO and LUMO: 11.62 eV
total charge: 0

Each line ends with the Löwdin charge.
Element x y z (Å)
O  -1.9340  -0.8888  -1.4327  0.15
O  -0.7546  -1.2398  0.5297  0.07
C  -0.0102  -0.0634  0.9174  -0.21
C  -0.1776  0.5712  -0.4269  -0.09
C  -1.0916  -0.5842  -0.6509  -0.45
C  1.1713  0.0714  0.0438  -0.02
H  -0.3728  1.6111  -0.6479  0.14
H  1.5757  -0.7965  -0.4688  0.12
H  -0.3074  0.4958  1.7815  0.15
H  1.8788  0.8457  0.3175  0.12

Cartesian forces, eV/Å:
O 0.361 0.007 0.332
O -0.223 0.301 -0.041
C 0.171 0.071 -0.042
C -0.209 0.442 -0.396
C -0.477 -0.239 -0.712
C 0.177 -0.033 0.094
H -0.082 -0.184 -0.101
H 0.029 0.009 0.397
H 0.305 -0.360 0.638
H -0.051 -0.014 -0.169

=====

(7)
Here is a single C4H4O2 molecule from the Open Molecules 2025 dataset. Energies are from the ωB97M-V functional and the def2-TZVPD basis.

Values from the calculation:
gap between HOMO and LUMO (alpha / beta): 7.78 / 8.00 eV
total charge: 0

Each line ends with the Löwdin charge.
Element x y z (Å)
O  -1.9554  -0.7273  -0.1268  -0.04
O  0.5807  -0.9313  -0.7145  0.03
C  0.1506  0.3714  -0.7792  -0.01
C  2.3215  -0.0355  0.9046  0.19
C  1.4657  -0.1617  0.0427  -0.31
C  -1.2834  0.4773  -0.3508  -0.25
H  -1.8083  1.0460  -1.1307  0.13
H  -1.2722  1.1288  0.5418  0.13
H  3.0850  0.2437  1.5954  0.04
H  -1.2842  -1.4114  0.0177  0.08

Cartesian forces, eV/Å:
O 0.165 -0.195 0.034
O 0.448 -0.206 -0.039
C 0.078 -0.252 0.249
C 0.338 -0.037 0.223
C -0.803 0.258 -0.336
C 0.040 0.624 -0.024
H 0.048 -0.082 0.098
H -0.041 -0.107 -0.096
H -0.109 -0.038 -0.111
H -0.164 0.034 0.003

=====

(8)
Here is a single C4H4O2 molecule from the Open Molecules 2025 dataset. Energies are from the ωB97M-V functional and the def2-TZVPD basis.

Values from the calculation:
SMILES: C#CCOC=O
gap between HOMO and LUMO: 10.76 eV
total charge: 0

Each line ends with the Löwdin charge.
Element x y z (Å)
O  -0.6946  -0.1191  1.5117  0.06
O  -1.0842  0.0868  -0.6990  -0.03
C  -0.0685  1.1096  -0.6006  -0.15
C  1.0388  0.3618  0.0337  -0.09
C  -0.9806  -0.6262  0.4530  -0.37
C  1.4955  -0.7619  0.1029  0.12
H  -0.4681  2.0039  -0.1140  0.13
H  -1.1349  -1.7030  0.3194  0.15
H  1.6296  -1.6998  0.5970  0.06
H  0.2671  1.3480  -1.6040  0.13

Cartesian forces, eV/Å:
O -1.295 -0.848 -0.333
O 0.025 -0.055 0.184
C 0.302 0.115 -0.156
C 1.139 -0.405 -1.166
C -0.981 0.357 1.296
C 0.665 0.845 0.648
H 0.382 -0.269 0.159
H -0.427 0.138 -0.158
H 0.526 0.016 -0.240
H -0.337 0.107 -0.235

=====

(9)
Here is 2 unconnected molecules or ions with the total composition C4H4O2 from the Open Molecules 2025 dataset. Energies are from the ωB97M-V functional and the def2-TZVPD basis.

Values from the calculation:
SMILES: C=C=C=O.C=O
gap between HOMO and LUMO: 8.43 eV
total charge: 0

Each line ends with the Löwdin charge.
Element x y z (Å)
O  -1.8494  0.2842  0.7917  -0.02
O  0.5574  -0.8813  -2.3902  0.14
C  -1.6935  0.3982  -0.3998  -0.16
C  1.2617  -0.1220  1.1612  0.05
C  1.3960  -0.3666  -0.1312  -0.07
C  0.8734  -0.6253  -1.2877  -0.25
H  2.1241  -0.0134  1.8180  0.06
H  -1.8777  -0.4350  -1.1041  0.09
H  -1.3605  1.3493  -0.8611  0.10
H  0.2750  -0.0174  1.6190  0.05

Cartesian forces, eV/Å:
O 0.030 0.073 -0.534
O 0.316 0.223 0.823
C -0.072 -0.046 0.311
C -0.033 -0.020 -0.115
C -0.120 -0.043 0.015
C -0.127 -0.147 -0.545
H -0.092 -0.028 -0.135
H -0.035 0.056 0.137
H -0.034 -0.077 0.109
H 0.167 0.010 -0.065

=====

(10)
Here is a single C4H4O2 molecule from the Open Molecules 2025 dataset. Energies are from the ωB97M-V functional and the def2-TZVPD basis.

Values from the calculation:
gap between HOMO and LUMO: 10.38 eV
total charge: 0

Each line ends with the Löwdin charge.
Element x y z (Å)
O  0.4564  1.7536  0.0506  0.06
O  2.2910  -0.5220  -0.6722  0.02
C  1.1278  -0.5626  0.0785  -0.26
C  2.5931  -0.6493  0.5769  0.17
C  0.0673  0.5797  0.0437  -0.29
C  -1.5158  0.2660  -0.0504  0.01
H  -2.0431  1.1236  0.1839  0.04
H  -1.8237  -0.0529  -0.9748  0.04
H  0.7197  -1.5553  -0.0371  0.11
H  -1.8726  -0.3807  0.8008  0.10

Cartesian forces, eV/Å:
O -0.837 -2.534 -0.054
O 2.432 0.740 -0.597
C -2.898 -0.884 1.128
C -1.160 0.809 -0.896
C 0.532 1.952 -0.098
C 2.907 -0.936 3.510
H -0.567 2.308 0.125
H -0.464 -1.211 -2.210
H -0.670 -0.100 0.210
H 0.725 -0.144 -1.120

=====

The calculation returns the following calculated total energy values, one per record and in order: -6254.231 -6254.329 -6252.395 -8304.680 -8304.633 -8305.857 -8300.655 -8303.839 -8304.324 -8303.236 eV.
The calculation returns the following energy relative to the best compared isomer or geometry (same formula, charge and spin) values, one per record and in order: 496.7 487.3 281.8 231.3 235.8 117.8 619.6 312.5 265.7 370.6 kJ/mol.